Record 1
Entry from OMol25: a cluster of 2 separate species, C6H9NO2S in total (the ωB97M-V functional and the def2-TZVPD basis).

```
19
Properties=species:S:1:pos:R:3:forces:R:3
C 2.004 0.278 -0.227 -4.995 0.392 0.968
C 0.965 -0.471 -0.719 0.026 1.676 1.018
C -0.345 0.098 -0.279 -0.811 -2.480 2.009
C -0.337 1.250 0.699 1.493 0.979 0.784
C 1.149 -1.747 -1.454 0.229 0.020 -1.230
C -0.914 1.057 2.136 1.449 -0.690 0.485
N -1.475 0.089 -1.201 0.101 0.181 -0.273
O -1.474 -0.845 -2.010 -1.046 1.758 0.459
O -2.272 1.031 -1.064 0.489 -1.909 -0.996
S 1.505 1.534 0.906 0.110 0.242 -0.554
H 2.992 0.088 -0.326 2.930 -0.613 -0.401
H -1.262 -1.306 0.713 1.364 1.846 -1.239
H -0.826 2.198 0.303 0.797 -1.396 0.106
H 2.058 -2.259 -1.039 -1.039 0.133 -0.641
H 1.243 -1.546 -2.553 0.416 -0.163 0.820
H 0.214 -2.309 -1.456 0.425 -0.394 0.607
H -1.801 0.526 1.997 -2.183 -0.222 -0.202
H -1.005 1.979 2.713 -0.310 0.112 -0.511
H -0.420 0.354 2.860 0.555 0.528 -1.209
```
Forces are in eV/Å.

The HOMO energy (spin up / spin down) comes out at -8.1907 / -8.4156 eV. For the LUMO energy (spin up / spin down), the calculation gives -1.2 / -1.5 eV. The value obtained for the orbital gap (spin up / spin down) is 7.0 / 6.9 eV.

What are the Mulliken partial charges on each atom? They are as follows, in elementary charge units: atom 1 (C): -0.612, atom 2 (C): 0.362, atom 3 (C): -0.669, atom 4 (C): 0.659, atom 5 (C): -1.277, atom 6 (C): -1.510, atom 7 (N): 1.003, atom 8 (O): -0.579, atom 9 (O): -0.591, atom 10 (S): -0.223, atom 11 (H): 0.559, atom 12 (H): 0.168, atom 13 (H): 0.492, atom 14 (H): 0.382, atom 15 (H): 0.286, atom 16 (H): 0.355, atom 17 (H): 0.506, atom 18 (H): 0.353, atom 19 (H): 0.336

***

Record 2
Entry from OMol25: a structure of composition C6H11N (the ωB97M-V functional and the def2-TZVPD basis).

```
18
Properties=species:S:1:pos:R:3:forces:R:3
C 0.027 1.369 0.789 -0.738 -0.931 -0.133
C 0.730 0.058 0.397 -3.088 0.967 -0.092
N 3.288 -0.168 0.459 -1.108 0.494 -0.449
C -0.762 -0.451 -1.417 -0.140 1.562 1.256
C 0.448 -0.446 -0.976 1.607 -0.644 -1.698
C -2.798 -0.724 -0.006 -0.130 0.126 -1.433
C -2.089 -0.546 -1.239 -1.956 -1.418 1.197
H 0.437 1.827 1.682 0.284 0.075 -0.031
H -0.027 2.045 -0.053 0.517 0.389 -0.124
H -1.021 1.141 0.984 0.015 0.179 0.392
H 0.492 -0.770 1.080 0.285 0.111 0.178
H 1.990 0.115 0.386 2.858 -0.687 0.145
H 3.622 -1.107 0.636 -0.104 0.358 0.095
H 3.974 0.577 0.420 -0.184 -0.315 0.138
H 1.250 -0.898 -1.556 0.263 -0.321 0.339
H -3.578 -1.488 -0.062 -0.363 0.615 -0.270
H -3.120 0.195 0.464 1.049 -0.133 1.437
H -2.862 -0.731 -1.986 0.936 -0.426 -0.946
```
Forces are in eV/Å.

The HOMO energy comes out at -7.1772 eV. For the LUMO energy, the calculation gives -2.1 eV. The value obtained for the orbital gap is 5.0 eV.

What are the Mulliken partial charges on each atom? They are as follows, in elementary charge units: atom 1 (C): -1.061, atom 2 (C): 0.222, atom 3 (N): -0.687, atom 4 (C): 0.250, atom 5 (C): -0.192, atom 6 (C): -0.943, atom 7 (C): -0.351, atom 8 (H): 0.377, atom 9 (H): 0.332, atom 10 (H): 0.239, atom 11 (H): 0.253, atom 12 (H): 0.042, atom 13 (H): 0.100, atom 14 (H): 0.099, atom 15 (H): 0.405, atom 16 (H): 0.293, atom 17 (H): 0.281, atom 18 (H): 0.341

***

Record 3
Entry from OMol25: a cluster of 2 separate species, C7H14N2 in total (the ωB97M-V functional and the def2-TZVPD basis).

```
23
Properties=species:S:1:pos:R:3:forces:R:3
C 1.441 1.412 -2.507 -1.471 1.007 -2.132
C 1.897 0.548 -1.388 0.356 0.862 1.372
C 1.138 -0.188 -0.491 4.869 1.353 0.383
N 2.013 -0.514 0.591 -1.755 0.668 -2.963
C 3.255 0.037 0.248 -2.014 -0.256 -0.892
N 3.203 0.725 -0.900 -0.926 -1.852 1.570
H 0.382 1.067 -2.771 1.209 0.696 0.322
H 2.011 1.283 -3.520 -0.654 0.341 2.089
H 1.368 2.575 -2.231 0.374 -2.672 -0.547
H 0.201 -0.550 -0.361 -2.658 -0.417 -0.522
H 1.440 -1.129 1.184 2.063 0.254 0.733
H 4.100 -0.222 0.828 0.782 0.278 0.407
C -1.570 -1.687 1.054 1.792 -0.478 0.489
C -2.320 -0.542 0.536 -3.097 2.477 -2.002
C -2.209 0.815 1.327 0.442 -1.256 0.105
H -1.961 -2.672 1.065 -1.144 -0.928 -1.137
H -1.621 -1.548 2.118 1.177 0.270 0.907
H -0.566 -1.818 0.600 -0.393 0.192 0.928
H -2.089 -0.169 -0.559 -0.760 -1.539 1.715
H -3.480 -0.813 0.697 2.376 0.636 -0.995
H -1.347 1.472 1.117 0.166 -0.783 0.160
H -3.038 1.402 0.961 -0.534 0.219 0.570
H -2.247 0.516 2.401 -0.198 0.925 -0.562
```
Forces are in eV/Å.

As for the structure (SMILES): Cc1c[nH]cn1.CCC. The HOMO energy comes out at -8.5827 eV. For the LUMO energy, the calculation gives 0.9 eV. The value obtained for the orbital gap is 9.5 eV.

What are the Mulliken partial charges on each atom? They are as follows, in elementary charge units: atom 1 (C): -0.918, atom 2 (C): 0.381, atom 3 (C): -0.073, atom 4 (N): -0.043, atom 5 (C): -0.223, atom 6 (N): -0.586, atom 7 (H): 0.263, atom 8 (H): 0.273, atom 9 (H): 0.208, atom 10 (H): -0.112, atom 11 (H): 0.316, atom 12 (H): 0.422, atom 13 (C): -1.035, atom 14 (C): -0.035, atom 15 (C): -1.066, atom 16 (H): 0.380, atom 17 (H): 0.249, atom 18 (H): 0.192, atom 19 (H): 0.193, atom 20 (H): 0.288, atom 21 (H): 0.263, atom 22 (H): 0.339, atom 23 (H): 0.324

***

Record 4
Entry from OMol25: a structure of composition C23H14F5N3PtS3Se (the ωB97M-V functional and the def2-TZVPD basis).

```
50
Properties=species:S:1:pos:R:3:forces:R:3
Pt -0.329 0.540 1.257 1.428 -0.310 -0.021
S -1.247 3.539 4.514 0.012 0.108 0.151
C -0.931 2.519 3.296 -0.206 -0.016 -0.109
S 0.622 1.911 2.832 -0.050 0.403 -0.100
S -2.087 1.804 2.216 -0.622 -0.272 0.160
N -1.393 -2.663 1.206 -0.077 0.052 0.021
C -1.140 -2.231 2.498 -0.039 0.051 -0.065
C -1.459 -3.160 3.500 -0.014 -0.056 -0.062
C -1.321 -2.818 4.818 0.004 0.036 0.063
C -0.872 -1.540 5.127 0.004 -0.034 -0.017
C -0.567 -0.692 4.095 0.084 -0.107 -0.078
N -0.666 -1.020 2.786 -0.053 -0.026 0.028
C -1.233 -2.161 -0.071 0.185 -0.088 0.093
C -1.617 -3.013 -1.115 0.018 -0.042 -0.023
C -1.411 -2.628 -2.416 0.006 -0.011 0.009
C -0.796 -1.405 -2.660 0.017 0.019 0.025
C -0.467 -0.621 -1.585 0.029 -0.029 -0.003
N -0.707 -0.963 -0.301 -0.644 0.350 -0.119
H -1.785 -3.589 1.196 -0.002 -0.005 0.003
H -1.825 -4.138 3.215 0.007 0.004 -0.001
H -1.570 -3.530 5.595 0.006 0.006 -0.003
H -0.758 -1.199 6.146 -0.008 -0.001 -0.005
H -0.202 0.300 4.300 0.007 0.023 0.003
H -2.066 -3.969 -0.880 0.000 0.005 -0.007
H -1.708 -3.276 -3.229 -0.001 0.003 0.006
H -0.569 -1.060 -3.657 -0.005 -0.015 -0.002
H 0.015 0.333 -1.735 0.000 -0.051 0.010
Se 2.118 -0.248 0.938 -0.211 -0.013 0.184
C 2.559 -0.090 -0.917 0.023 -0.118 -0.097
C 2.589 -1.243 -1.701 -0.066 -0.007 -0.015
C 2.937 -1.179 -3.043 -0.015 -0.021 0.008
C 3.253 0.041 -3.624 0.009 0.005 0.000
C 3.251 1.190 -2.844 0.000 0.011 0.024
C 2.923 1.124 -1.496 -0.030 -0.113 -0.053
H 2.330 -2.193 -1.249 0.009 0.003 -0.007
H 2.958 -2.085 -3.636 -0.001 -0.005 -0.004
H 3.519 0.094 -4.672 -0.006 0.001 0.003
H 3.521 2.144 -3.280 0.002 -0.008 -0.001
H 2.969 2.011 -0.889 -0.011 0.120 0.089
F -2.530 1.177 -0.778 0.007 -0.025 -0.052
C -1.535 2.068 -0.941 -0.068 0.151 0.036
C -0.413 2.025 -0.117 0.165 0.067 0.074
C 0.504 3.045 -0.319 0.118 -0.004 -0.076
F 1.601 3.182 0.433 -0.012 -0.069 -0.114
C 0.362 3.985 -1.333 0.007 0.028 0.021
F 1.302 4.914 -1.516 -0.005 0.000 0.008
C -0.742 3.959 -2.158 0.030 0.032 -0.003
F -0.881 4.855 -3.133 -0.001 0.006 -0.007
C -1.708 2.993 -1.951 -0.015 -0.047 0.033
F -2.798 2.962 -2.721 -0.015 0.006 -0.011
```
Forces are in eV/Å.

The HOMO energy comes out at -7.8100 eV. For the LUMO energy, the calculation gives -0.5 eV. The value obtained for the orbital gap is 7.3 eV.

What are the Mulliken partial charges on each atom? They are as follows, in elementary charge units: atom 1 (Pt): 1.409, atom 2 (S): -0.244, atom 3 (C): 0.199, atom 4 (S): -0.377, atom 5 (S): -0.363, atom 6 (N): 0.034, atom 7 (C): 0.850, atom 8 (C): -0.932, atom 9 (C): -0.362, atom 10 (C): -0.904, atom 11 (C): -0.168, atom 12 (N): 0.070, atom 13 (C): 0.725, atom 14 (C): -0.725, atom 15 (C): -0.697, atom 16 (C): -1.410, atom 17 (C): -0.060, atom 18 (N): 0.204, atom 19 (H): 0.130, atom 20 (H): 0.369, atom 21 (H): 0.417, atom 22 (H): 0.450, atom 23 (H): 0.328, atom 24 (H): 0.428, atom 25 (H): 0.415, atom 26 (H): 0.552, atom 27 (H): 0.510, atom 28 (Se): -0.128, atom 29 (C): 0.040, atom 30 (C): -0.346, atom 31 (C): -0.580, atom 32 (C): -0.504, atom 33 (C): -0.568, atom 34 (C): -0.474, atom 35 (H): 0.416, atom 36 (H): 0.404, atom 37 (H): 0.403, atom 38 (H): 0.453, atom 39 (H): 0.595, atom 40 (F): -0.415, atom 41 (C): 0.536, atom 42 (C): -0.229, atom 43 (C): -0.563, atom 44 (F): -0.440, atom 45 (C): 0.454, atom 46 (F): -0.331, atom 47 (C): 0.557, atom 48 (F): -0.315, atom 49 (C): 0.505, atom 50 (F): -0.316

***

| no. | E_tot (hartree) | strongest force on any atom (eV/Å) |
| --- | --- | --- |
| 1 | -837.1996 | 5.103 |
| 2 | -289.6176 | 3.238 |
| 3 | -384.5477 | 5.068 |
| 4 | -5263.7925 | 1.461 |